# 1
C2H5NOS | ωB97M-V/def2-TZVPD

The geometry in XYZ format:
```
10
Properties=species:S:1:pos:R:3:forces:R:3:nbo_charge:R:1
C -1.241887 0.027261 0.573379 -0.25 -2.00 -1.02 -0.68
C 0.185510 0.477280 0.671553 -1.20 -2.68 2.76 0.61
H -1.341448 0.123609 -0.906827 -1.10 -0.67 5.02 0.19
H -1.886336 0.653247 1.292381 0.67 -0.91 -1.69 0.25
H -1.193681 -1.216180 1.174120 -0.47 3.81 -2.51 0.26
H 1.637786 1.004763 -0.452519 2.40 0.91 -0.46 0.40
H 1.741105 -1.560235 -1.690302 -2.75 2.12 -0.62 0.16
N 0.856493 0.441787 -0.496953 -0.77 -0.84 -2.03 -0.77
O 0.704538 0.577899 1.788366 0.04 1.18 -1.72 -0.59
S 0.537920 -0.529432 -1.953198 3.43 -0.91 2.28 0.17
```
Positions in Å, forces in eV/Å.

Its maximum force is 0.1008 hartree/bohr. For the HOMO-LUMO gap, the calculation gives 9.3357 eV. Its energy above the lowest of the compared OMol25 structures with the same formula, charge and spin is 435.5 kJ/mol. As for the HOMO energy: -9.42 eV. The lowest unoccupied orbital energy comes out at -0.08 eV. The electronic energy is -16523.868 eV.



# 2
C5H5N3O | ωB97M-V/def2-TZVPD

The geometry in XYZ format:
```
14
Properties=species:S:1:pos:R:3:forces:R:3:nbo_charge:R:1
C 1.731340 0.322663 0.943375 -3.39 -0.76 0.01 -0.27
C 1.265407 1.027273 -0.254155 -1.96 -1.94 -0.84 -0.13
C -0.186018 0.712583 -0.669614 0.78 0.30 1.26 -0.38
C -1.364448 1.163533 0.159590 -0.34 -1.22 -2.35 0.02
C -0.318817 -0.808426 -0.298714 -0.78 3.00 -1.09 0.51
H 2.654481 0.605191 1.228582 2.74 0.87 1.92 0.22
H 0.897141 -0.083559 1.608461 1.74 0.93 -0.23 0.21
H 1.752743 1.843703 -0.796425 0.24 -0.71 0.36 0.23
H -0.219012 1.008104 -1.751549 -0.71 -0.55 0.86 0.26
H -1.780518 2.134887 0.187813 -0.15 0.99 0.44 0.22
N -2.205428 0.224375 0.352967 0.18 -0.51 1.02 -0.05
N 0.767071 -1.406143 -0.187709 0.09 -0.85 0.33 -0.27
N 1.833923 -0.454784 -0.259808 0.80 0.12 -1.00 -0.23
O -1.604823 -1.069777 0.112760 0.77 0.31 -0.67 -0.35
```
Positions in Å, forces in eV/Å.

Its maximum force is 0.0675 hartree/bohr. For the HOMO-LUMO gap, the calculation gives 10.0986 eV. Its energy above the lowest of the compared OMol25 structures with the same formula, charge and spin is 518.5 kJ/mol. As for the HOMO energy: -9.63 eV. The SMILES is C1=NOC2=NN3C[C@@H]3[C@H]12. The lowest unoccupied orbital energy comes out at 0.47 eV. The electronic energy is -11778.347 eV.



# 3
C4H12N2O2 | ωB97M-V/def2-TZVPD

The geometry in XYZ format:
```
20
Properties=species:S:1:pos:R:3:forces:R:3:nbo_charge:R:1
O -0.577071 -2.124664 -0.773450 -0.50 -0.16 -0.09 -0.52
C 0.054725 -1.383651 -0.091404 0.72 -0.29 0.32 0.76
O 1.383678 -1.379189 0.058117 -0.55 0.48 0.28 -0.67
C -0.578535 -0.273671 0.728075 0.12 1.09 -1.33 -0.15
C -0.575237 1.044586 -0.097302 -0.88 0.78 0.36 -0.46
C 0.656950 1.912181 0.223337 -0.32 0.42 -1.12 -0.21
N 1.488992 2.344025 -0.972615 0.30 -0.13 -1.84 -0.68
N -1.990085 -0.690587 1.027193 1.00 -0.08 -0.05 -0.66
H 1.745408 -2.185482 -0.327495 0.33 -0.34 -0.39 0.54
H 0.010086 -0.062125 1.612383 -0.41 -0.40 0.54 0.26
H -1.458815 1.610133 0.191422 -0.01 0.32 0.77 0.25
H -0.885630 1.001388 -1.138230 0.85 -0.82 -0.53 0.27
H 1.347865 1.318613 0.808131 0.21 0.42 0.41 0.25
H 0.371153 2.861539 0.654921 -0.03 -0.15 0.64 0.26
H 2.124197 3.139014 -0.842088 0.07 -0.18 0.76 0.47
H 2.031581 1.558597 -1.274352 1.20 -0.82 0.23 0.44
H 1.120692 2.560328 -1.917780 -1.32 0.26 0.77 0.46
H -1.934470 -1.424391 1.740374 -0.55 -0.07 -0.02 0.47
H -2.566503 0.087000 1.348279 -0.11 -0.03 0.20 0.46
H -2.382004 -1.081469 0.159349 -0.11 -0.27 0.10 0.48
```
Positions in Å, forces in eV/Å.

Its maximum force is 0.0364 hartree/bohr. For the HOMO-LUMO gap, the calculation gives 12.1680 eV. Its energy above the lowest of the compared OMol25 structures with the same formula, charge and spin is 62.5 kJ/mol. As for the HOMO energy: -19.03 eV. The SMILES is [NH3+]CC[C@@H]([NH3+])C(=O)O. Its net charge is +2. The lowest unoccupied orbital energy comes out at -6.86 eV. The electronic energy is -11400.976 eV.



# 4
CH2N2O3S2 | ωB97M-V/def2-TZVPD

The geometry in XYZ format:
```
10
Properties=species:S:1:pos:R:3:forces:R:3:nbo_charge:R:1
C -0.623790 0.781892 0.128364 2.26 1.64 -0.88 0.80
N 0.972876 1.211286 0.147489 -3.00 -3.89 4.65 -0.89
N -0.437408 -0.508280 -0.074672 0.58 0.07 0.02 -0.83
O -1.535580 1.521170 0.122734 -0.54 0.48 0.44 -0.53
O 1.497616 -0.941510 1.398785 1.48 -0.27 0.45 -0.86
O 1.900772 -0.876530 -1.103931 0.90 0.05 0.35 -0.86
S -1.680718 -1.634002 0.189603 0.69 -1.59 0.74 0.24
S 1.330676 -0.408086 0.105996 -2.90 0.14 -0.82 2.40
H 1.172930 1.722688 -0.598408 1.41 2.62 -4.30 0.39
H -2.597372 -0.868628 -0.315958 -0.87 0.76 -0.66 0.13
```
Positions in Å, forces in eV/Å.

Its maximum force is 0.1316 hartree/bohr. For the HOMO-LUMO gap, the calculation gives 10.0000 eV. Its energy above the lowest of the compared OMol25 structures with the same formula, charge and spin is 73.1 kJ/mol. As for the HOMO energy: -9.79 eV. The lowest unoccupied orbital energy comes out at 0.21 eV. The electronic energy is -31860.023 eV.